A | The following is a DFT calculation (the ωB97M-V functional and the def2-TZVPD basis) of the molecule C2H4N4O.

As for the gap between HOMO and LUMO: 10.52 eV. Its SMILES is Cn1nnc(O)n1.

Each line ends with the Löwdin charge.
Element x y z (Å)
C  -2.365  -0.387  0.041  -0.020
C  1.049  -0.145  0.017  -0.505
H  -2.527  -0.826  1.051  0.089
H  -2.899  0.666  0.035  0.120
H  -2.745  -0.986  -0.848  0.100
H  2.900  0.124  -0.289  0.116
N  -0.938  -0.111  -0.045  -0.282
N  -0.547  1.109  -0.079  -0.005
N  0.701  1.192  0.075  0.096
N  0.044  -0.976  -0.043  0.183
O  2.293  -0.536  0.043  0.107


B | The following is a DFT calculation (the ωB97M-V functional and the def2-TZVPD basis) of the molecule C2H4N4O.

As for the gap between HOMO and LUMO: 9.12 eV. Its SMILES is Nc1n[nH]c(O)n1.

Each line ends with the Löwdin charge.
Element x y z (Å)
N  2.248  0.235  0.260  0.106
C  0.902  0.156  -0.096  -0.471
N  0.480  -1.054  -0.399  0.065
N  -0.862  -0.918  -0.329  0.038
C  -1.199  0.325  0.009  -0.431
O  -2.507  0.393  0.384  0.091
N  -0.106  1.092  0.086  0.165
H  2.670  -0.677  0.112  0.084
H  2.857  0.997  0.007  0.081
H  -1.451  -1.722  -0.217  0.154
H  -3.032  1.173  0.182  0.118


C | The following is a DFT calculation (the ωB97M-V functional and the def2-TZVPD basis) of a structure of composition C2H4N4O.

As for the gap between HOMO and LUMO: 9.95 eV.

Each line ends with the Löwdin charge.
Element x y z (Å)
N  2.124  0.347  -0.018  0.150
C  0.800  0.085  -0.001  -0.490
N  0.296  -0.957  0.629  0.068
N  -1.095  -0.790  0.358  -0.005
C  -1.214  0.502  -0.309  -0.537
O  -2.425  0.850  -0.125  0.023
N  -0.060  1.004  -0.610  0.184
H  2.759  -0.371  0.291  0.103
H  2.455  1.044  -0.664  0.101
H  -1.415  -1.560  -0.235  0.157
H  -2.195  -0.185  0.735  0.246


D | The following is a DFT calculation (the ωB97M-V functional and the def2-TZVPD basis) of the molecule C2H4N4O.

As for the gap between HOMO and LUMO: 10.05 eV. Its SMILES is [H]/N=C1\NN=CON1.

Each line ends with the Löwdin charge.
Element x y z (Å)
C  0.439  -0.293  -0.726  -0.537
C  -1.085  0.571  1.366  -0.185
H  1.965  -1.194  -1.398  0.061
H  -0.734  0.995  -1.762  0.153
H  -1.871  0.862  2.039  0.120
H  1.403  -1.187  0.803  0.131
N  1.157  -0.615  -1.737  0.115
N  -0.756  0.360  -0.952  0.098
N  -0.148  -0.269  1.620  0.068
N  0.742  -0.478  0.583  0.038
O  -1.112  1.248  0.165  -0.061


Most stable: B (next structure +123.5 kJ/mol)


A | The following is a DFT calculation (the ωB97M-V functional and the def2-TZVPD basis) of a cluster of 2 separate species, C4H13N2O2 in total.

Its charge is -1. As for the gap between HOMO and LUMO: 6.09 eV.

Each line ends with the Löwdin charge.
Element x y z (Å)
C  -0.020  -2.033  -1.338  -0.191
N  -0.956  -0.931  -1.513  -0.140
C  -0.232  0.309  -1.999  -0.595
O  0.673  0.138  -2.942  -0.326
H  0.620  -2.173  -2.215  0.053
H  -0.561  -2.950  -1.101  0.053
H  0.639  -1.796  -0.493  0.058
H  -1.634  -1.177  -2.220  0.060
H  0.197  0.749  -1.064  0.052
H  -1.096  0.983  -2.263  0.072
C  1.101  0.826  1.713  -0.282
O  1.724  -0.381  2.151  -0.093
C  -0.389  0.560  1.613  -0.296
N  -1.085  1.772  1.212  -0.003
H  1.276  1.616  2.454  0.103
H  1.499  1.156  0.751  0.108
H  2.667  -0.323  1.958  0.077
H  -0.583  -0.265  0.926  0.083
H  -0.712  0.269  2.617  0.110
H  -2.034  1.803  1.552  0.051
H  -1.095  1.849  0.202  0.044


B | The following is a DFT calculation (the ωB97M-V functional and the def2-TZVPD basis) of a cluster of 2 separate species, C4H13N2O2 in total.

Its charge is -1. As for the gap between HOMO and LUMO: 6.93 eV.

Each line ends with the Löwdin charge.
Element x y z (Å)
C  1.250  0.365  -0.097  -0.337
C  0.982  1.674  -0.793  -0.233
C  -0.421  2.038  -0.271  -0.303
N  -1.445  0.948  -0.028  -0.020
N  1.136  -0.773  -1.002  -0.064
C  0.204  -1.935  -0.377  -0.516
O  0.285  -2.127  0.915  -0.327
H  2.247  0.344  0.264  0.073
H  0.692  0.252  0.941  0.136
H  0.779  1.611  -1.880  0.090
H  1.879  2.316  -0.764  0.093
H  -0.185  2.589  0.695  0.105
H  -0.985  2.735  -0.921  0.083
H  -1.588  0.383  -0.925  0.084
H  -1.285  0.222  0.663  0.008
H  2.056  -1.116  -1.308  0.067
H  -0.827  -1.665  -0.543  0.045
H  0.640  -2.819  -0.904  0.072
H  -1.926  -2.191  1.418  0.109
H  -1.430  -1.411  2.765  -0.073
O  -2.056  -1.439  2.153  -0.093


C | The following is a DFT calculation (the ωB97M-V functional and the def2-TZVPD basis) of a cluster of 2 separate species, C4H13N2O2 in total.

Its charge is -1. As for the gap between HOMO and LUMO: 6.06 eV.

Each line ends with the Löwdin charge.
Element x y z (Å)
N  -1.182  1.665  -2.168  -0.042
C  -1.096  0.206  -2.260  -0.280
C  -1.195  -0.489  -0.874  -0.270
N  -0.109  -0.192  -0.004  -0.108
C  0.550  -1.228  0.785  -0.213
C  0.383  -0.889  2.394  -0.565
O  0.282  -1.946  3.142  -0.334
H  -0.585  2.146  -1.498  0.049
H  -2.040  2.019  -1.737  0.054
H  -1.979  -0.120  -2.813  0.092
H  -0.174  -0.014  -2.783  0.095
H  -1.207  -1.568  -1.065  0.105
H  -2.200  -0.260  -0.465  0.104
H  -0.104  0.727  0.403  0.088
H  1.642  -1.120  0.594  0.069
H  0.277  -2.279  0.732  0.089
H  1.342  -0.244  2.521  0.058
H  -0.488  -0.176  2.457  0.070
H  2.413  1.137  0.135  -0.006
H  2.837  0.988  1.599  0.022
O  2.634  1.635  0.903  -0.077


Most stable: A (next structure +60.1 kJ/mol)


A | The following is a DFT calculation (the ωB97M-V functional and the def2-TZVPD basis) of a cluster of 2 separate species, C4H13N2O2 in total.

Its charge is -1. As for the gap between HOMO and LUMO: 7.20 eV.

Each line ends with the Löwdin charge.
Element x y z (Å)
C  -0.315  0.514  1.765  -0.245
C  -0.362  -0.978  1.129  -0.177
C  1.024  -1.454  0.616  -0.325
N  1.724  -0.654  -0.401  -0.005
N  -0.111  1.572  0.812  -0.110
C  -1.046  1.829  -0.330  -0.516
O  -0.870  0.988  -1.334  -0.321
H  -1.173  0.930  2.360  0.102
H  0.545  0.413  2.445  0.089
H  -0.933  -0.820  0.188  0.086
H  -0.615  -1.724  1.892  0.085
H  1.675  -1.595  1.506  0.081
H  1.041  -2.483  0.205  0.094
H  1.442  -1.014  -1.323  0.048
H  1.294  0.254  -0.443  0.011
H  0.857  1.719  0.563  0.078
H  -2.118  1.896  -0.062  0.082
H  -0.749  2.901  -0.665  0.087
H  -0.419  -1.418  -2.772  0.015
H  -0.660  -0.159  -2.722  -0.014
O  -0.231  -0.715  -3.430  -0.143


B | The following is a DFT calculation (the ωB97M-V functional and the def2-TZVPD basis) of a cluster of 2 separate species, C4H13N2O2 in total.

Its charge is -1. As for the gap between HOMO and LUMO: 7.25 eV.

Each line ends with the Löwdin charge.
Element x y z (Å)
C  -0.252  0.489  2.192  -0.282
N  0.421  -0.112  3.336  -0.024
C  0.395  0.360  0.791  -0.416
C  0.705  -1.122  0.473  -0.078
N  -0.457  0.931  -0.290  -0.027
C  0.400  1.201  -1.546  -0.455
O  0.532  0.114  -2.325  -0.341
H  -0.405  1.566  2.368  0.099
H  -1.274  0.144  2.184  0.095
H  0.543  -1.101  3.160  0.036
H  1.362  0.267  3.454  0.061
H  1.332  0.886  0.831  0.106
H  1.113  -1.112  -0.550  0.067
H  -0.190  -1.770  0.410  0.070
H  1.116  -1.614  1.364  0.040
H  -1.109  0.190  -0.519  0.063
H  -0.142  1.990  -2.133  0.085
H  1.366  1.455  -1.074  0.079
H  -0.862  -0.652  -2.640  -0.013
H  -1.280  -2.099  -2.090  0.005
O  -1.646  -1.283  -2.477  -0.169


Most stable: B (next structure +79.0 kJ/mol)


A | The following is a DFT calculation (the ωB97M-V functional and the def2-TZVPD basis) of the molecule C4H7NOS2.

As for the gap between HOMO and LUMO: 9.36 eV. Its SMILES is S/N=C/OC[C@H]1CS1.

Each line ends with the Löwdin charge.
Element x y z (Å)
C  0.778  -1.122  1.289  -0.400
C  0.508  -0.790  -0.989  -0.229
C  -0.878  -0.162  -1.403  -0.583
C  -1.237  1.203  -0.889  -0.471
H  0.911  1.775  2.989  -0.141
H  1.168  -2.068  1.972  0.187
H  0.867  -1.457  -1.763  0.127
H  1.118  0.102  -1.002  0.111
H  -1.734  -0.931  -1.608  0.137
H  -0.447  1.745  -0.374  0.046
H  -2.305  1.538  -0.479  0.125
N  0.653  0.167  1.538  -0.323
O  0.498  -1.566  0.126  -0.047
S  0.987  0.434  3.245  0.659
S  -0.886  1.132  -2.652  0.802


B | The following is a DFT calculation (the ωB97M-V functional and the def2-TZVPD basis) of a structure of composition C4H7NOS2.

As for the gap between HOMO and LUMO: 9.42 eV.

Each line ends with the Löwdin charge.
Element x y z (Å)
C  0.431  0.526  0.853  -0.273
C  0.445  -0.545  -0.170  -0.657
C  0.253  0.111  -1.575  -0.413
C  -0.914  -1.265  -0.061  -0.349
H  -1.480  3.027  2.150  -0.161
H  1.454  0.659  1.365  0.144
H  1.546  -1.918  -0.878  0.095
H  0.295  1.234  -1.463  0.096
H  0.959  -0.337  -2.295  0.086
H  -0.797  -2.392  -0.214  0.094
H  -1.562  -1.095  0.855  0.098
N  -0.593  1.254  1.084  -0.326
O  1.649  -1.270  -0.184  0.010
S  -0.256  2.516  2.226  0.727
S  -1.428  -0.505  -1.695  0.830


Most stable: B (next structure +69.4 kJ/mol)


A | The following is a DFT calculation (the ωB97M-V functional and the def2-TZVPD basis) of a cluster of 3 separate species, CH10N2O2 in total.

As for the gap between HOMO and LUMO: 10.00 eV. Its SMILES is NCN.O.O.

Each line ends with the Löwdin charge.
Element x y z (Å)
N  0.424  1.189  -0.330  -0.014
C  -0.702  0.374  -0.780  -0.351
N  -0.476  -1.011  -0.346  -0.012
H  0.173  1.935  0.319  0.084
H  1.055  0.551  0.128  0.069
H  -0.768  0.362  -1.872  0.103
H  -1.647  0.756  -0.378  0.102
H  -1.144  -1.666  -0.728  0.059
H  -0.635  -1.107  0.650  0.049
H  2.781  2.142  -2.382  0.020
H  1.391  2.315  -1.757  -0.013
O  2.147  2.819  -2.130  -0.100
H  -0.754  -2.954  3.981  0.035
H  -1.212  -3.112  2.530  0.030
O  -0.632  -2.594  3.096  -0.062


B | The following is a DFT calculation (the ωB97M-V functional and the def2-TZVPD basis) of a cluster of 3 separate species, CH10N2O2 in total.

As for the gap between HOMO and LUMO: 10.01 eV. Its SMILES is NCN.O.O.

Each line ends with the Löwdin charge.
Element x y z (Å)
N  2.830  -0.324  -0.866  0.000
C  1.704  -0.364  0.025  -0.391
N  0.485  0.394  -0.277  -0.019
H  3.361  0.514  -1.016  0.061
H  2.331  -0.492  -1.700  0.033
H  2.064  0.059  0.920  0.087
H  1.275  -1.424  0.022  0.131
H  0.671  1.349  -0.271  0.021
H  0.222  0.119  -1.276  0.090
H  -1.989  3.180  2.750  0.064
H  -1.573  2.257  1.562  0.044
O  -1.576  3.218  1.831  -0.120
H  -3.456  -2.369  0.125  0.067
H  -3.224  -2.990  -1.390  0.028
O  -3.123  -3.128  -0.439  -0.096


Most stable: A (next structure +80.5 kJ/mol)